(1)
Formula: C36H33N4PtSb
Source: the OMol25 dataset
Level of theory: wB97M-V/def2-TZVPD

```
75
Properties=species:S:1:pos:R:3
C -2.3408 -2.6897 -2.4829
H 5.6753 0.0532 1.2236
C -0.4064 -4.6378 0.8970
C -0.7719 -6.9821 2.3171
C 0.1129 3.7918 1.3824
H 2.1975 -2.1043 -4.7914
C -2.3362 -0.1462 1.6552
H -5.3617 -3.1334 -0.1119
N 1.9683 -0.2132 0.2747
H -5.7301 -2.6417 -2.5095
H -3.7974 -2.4366 -4.0373
H 1.6696 -0.2754 3.6256
C -4.7228 -2.7267 -2.1225
C 2.4562 -4.1511 -4.1997
C -4.2489 0.4805 -0.2188
H 2.5274 0.1229 -1.6777
Pt -0.0281 -0.3283 0.0068
H 3.0125 -4.4169 -5.0887
H 4.9394 0.3795 -1.1413
C -1.3135 -6.8527 1.0444
H 1.2751 -5.5423 -1.3461
H 0.0700 4.5017 -1.9206
C -3.2233 -3.0792 -0.2742
H 0.1328 4.2543 2.3613
H 0.9558 1.8575 3.1527
C 0.0773 3.9357 -1.0002
H -1.1013 -1.5634 2.6795
H 1.0465 -1.6240 2.6828
C 1.4749 -4.7848 -2.0949
H 0.0217 2.0250 -1.9742
C 2.8879 0.0376 -0.6626
C 1.2617 -0.5542 2.6490
C 0.0826 2.4078 1.2809
H 0.1346 5.6441 0.3069
H 3.9577 -0.3769 2.9664
H 0.7138 -3.9606 2.6176
C -2.9240 0.2998 -0.5634
H -3.0745 -3.3132 0.7759
C -3.6466 0.0268 2.0510
C -4.5165 -2.9853 -0.7729
C 1.0031 -3.4852 -1.9358
N 0.0563 1.8087 0.0798
H -1.5743 -5.5764 -0.6603
C -2.1312 -2.9243 -1.1279
C 2.3373 -0.3219 1.5815
H 2.5620 -6.1248 -3.3643
H -1.5003 -2.6076 -3.1629
N -1.9997 -0.0314 0.3417
H 0.9258 -1.4957 -2.7540
H -0.9150 -7.9005 2.8706
H -1.5987 -0.2005 3.6750
C 0.0505 2.5611 -1.0352
C -0.0500 -5.9408 2.8820
H -2.5806 0.4125 -1.5821
C 0.1118 4.5646 0.2376
C 4.6290 -0.0076 0.9555
H -4.9697 0.7395 -0.9809
H -3.9040 -0.0591 3.0985
C 1.2813 -2.5118 -2.8938
H 0.3704 -6.0453 3.8734
C 0.1378 -4.7629 2.1715
C -3.6375 -2.5962 -2.9785
C 2.2017 -5.1132 -3.2322
C 2.0000 -2.8502 -4.0322
H -0.7947 1.9068 3.1603
N 0.0273 0.1615 2.3411
H -5.6513 0.4453 1.4041
C -1.2443 -0.4802 2.6779
Sb -0.1797 -2.9253 -0.2956
C 0.0696 1.5880 2.5713
C 3.6702 -0.2478 1.9312
H -1.8758 -7.6661 0.6055
C -1.1394 -5.6770 0.3264
C -4.6187 0.3253 1.1042
C 4.2288 0.1609 -0.3573
```

Values from the calculation:
Net charge ... +2
Gap between HOMO and LUMO ... 7.954 eV
E_tot ... -53599.472 eV

Atom charges from the Mulliken analysis, given in e for atoms 1 to 2:
1. C -0.749
2. H 0.451

---

(2)
Formula: C36H34BClO2S
Source: the OMol25 dataset
Level of theory: wB97M-V/def2-TZVPD

```
75
Properties=species:S:1:pos:R:3
C -3.2175 5.6548 0.2701
C -2.0288 4.3465 -1.5732
C -2.2682 -0.3948 -1.2799
H 1.9920 -1.6180 3.4166
H 3.3777 2.6948 -2.4424
C -1.3282 -4.5299 1.9663
C 2.7320 -1.1024 2.7951
H -1.0805 -2.0684 -0.7285
C -2.4854 -0.0401 0.2951
H 3.0467 0.3571 -0.2689
H -4.4463 0.8281 0.4059
H -2.3831 4.9673 -2.3968
C 0.8079 1.7710 -0.3500
C 0.2808 -3.6294 0.4414
H 0.5143 -5.0550 -2.0454
C 2.4601 -1.6417 -1.7458
H -2.7564 -2.5473 -1.1329
C -0.1838 -2.4318 2.5320
H 5.2379 0.9684 0.6648
H 1.2352 1.3765 -2.4326
C -3.0531 -1.1764 1.1270
C 4.8901 0.0039 2.5746
O -1.0595 0.3215 -1.6384
C -0.6439 -4.6183 0.7552
H -3.9243 -1.6224 0.6247
H 1.9267 -4.1765 -3.9549
C 1.8291 -3.6209 -3.0275
C 2.4653 -0.8752 1.4081
H 3.1392 -2.0124 -3.7245
H -3.3961 -0.7699 2.0817
H 4.1657 -0.9100 4.3872
H -3.2186 1.9599 -0.2144
C 1.0722 -4.1191 -1.9655
B -0.6034 0.8963 -0.4246
H 3.0594 -0.7443 -1.6639
Cl 4.7687 4.0587 -0.3562
C 3.2906 3.1835 -0.3448
H -1.6055 -2.1825 -2.4480
S -1.4495 3.5256 0.7966
H 2.9495 3.4742 1.7512
H 5.8408 0.3344 2.9974
C -3.4605 0.0744 -2.1360
C 1.6873 -2.0991 -0.6703
H -3.6798 6.2112 -0.5500
C -1.1113 -3.4471 2.8360
H -0.7904 -5.4322 0.0414
H -2.0468 -5.2947 2.2363
C 3.9401 -0.6823 3.3418
H -0.8611 2.8369 -2.6940
H -0.0477 -1.5544 3.1740
H -3.2372 1.5960 1.5099
C 2.8070 2.5887 -1.5251
H -3.3222 -0.1628 -3.1987
C 2.4999 -2.3887 -2.9253
O -1.1549 0.3011 0.7310
H -2.3326 -1.9827 1.3328
H -1.6840 -3.3678 3.7580
C -1.2455 3.1716 -1.7391
C -0.9135 2.5393 -0.5413
C 4.5680 0.3486 1.2665
C 0.5151 -2.5094 1.3202
C -2.3216 4.6068 -0.2488
C 1.4388 -1.5759 0.6692
H 0.8488 2.1057 1.7965
H -3.6526 1.1575 -2.0481
C 3.3711 -0.0506 0.6952
H -4.0089 5.2109 0.8934
C -3.4009 1.1605 0.5124
C 1.6098 1.8687 -1.5154
C 1.0199 -3.3796 -0.7950
C 1.3736 2.2889 0.8518
C -1.9201 -1.8903 -1.4306
C 2.5558 3.0306 0.8397
H -4.3706 -0.4599 -1.8005
H -2.6231 6.3441 0.8802
```

Values from the calculation:
Gap between HOMO and LUMO ... 3.206 eV
E_tot ... -66011.148 eV

Atom charges from the Mulliken analysis, given in e for atoms 1 to 2:
1. C -1.330
2. C -0.876

---

(3)
Formula: C36H34BNO4
Source: the OMol25 dataset
Level of theory: wB97M-V/def2-TZVPD

```
76
Properties=species:S:1:pos:R:3
C -2.5325 -4.5937 1.6105
O 2.2890 -2.4108 1.5096
C 4.1575 -4.4775 -2.4006
H -3.8008 0.7263 -1.0778
C 4.1943 -1.7929 2.8942
H 4.7266 -0.8727 3.1504
H -0.3537 -2.6330 3.1150
O -1.8357 -4.0425 0.5691
H 0.9526 5.2728 0.4987
C -0.8505 -2.0377 -0.9737
B 0.2190 -2.6363 0.0209
C -1.7232 6.0822 -2.2709
C 1.1155 -3.7740 -0.6156
C 0.2563 5.4545 -0.3220
C -2.7747 -1.0662 -1.5276
H 4.8818 -2.4569 2.3608
H -2.3909 -4.3144 3.7845
H 1.8547 2.9313 -0.8250
H 4.0279 -4.0100 -3.3830
C 1.4774 -0.4409 0.8339
C 1.0388 -5.1443 -0.5703
H 2.4687 3.6253 4.0684
C 1.2010 2.8397 2.5270
H 0.2602 -5.7223 -0.0840
H -4.2880 -5.1333 0.6168
H -0.8081 1.3881 0.9731
H 3.8702 -2.2550 3.8343
C -0.9959 -3.1816 2.4351
H -0.4410 -2.9193 -2.9344
C 0.9514 2.7260 1.1353
H 3.9177 4.0255 -0.0029
C 2.6385 -0.1902 1.6399
C -2.0629 -4.0687 2.7846
O 2.2728 -3.4202 -1.2834
C -0.3426 2.3100 0.6263
C 2.3550 3.4645 2.9903
C -0.6495 6.9575 -2.0425
C 2.1869 -5.6664 -1.2483
C -0.8749 -3.1894 1.0688
C -1.0835 -2.3199 -2.2953
C -2.4091 2.9522 -0.6354
C 1.9967 3.0865 0.2450
C 1.2947 -1.7903 0.7789
C 3.1602 3.6905 0.7106
H 2.4468 -6.7114 -1.3800
C -2.3281 -1.7126 -2.6546
H -4.0123 4.8585 -2.8940
H -3.1270 2.1989 -0.3307
H -4.3635 3.1342 -2.5434
H -2.8435 -1.7685 -3.6050
H -4.5837 -0.3713 -2.2021
C 0.3073 6.6558 -1.0568
H -0.5719 7.8775 -2.6279
H 0.8188 0.2826 0.3709
H 4.2131 4.4231 2.4496
H 0.4360 2.4833 3.2269
N -2.7573 3.9575 -1.4806
H -4.8290 4.4059 -1.3796
H -2.5099 6.2865 -2.9969
C -1.7273 4.8963 -1.5529
C 2.9050 -4.5792 -1.6768
H 4.5334 -5.4905 -2.5699
C -4.0624 4.0977 -2.1091
H 1.1104 7.3646 -0.8463
C -0.7055 4.5081 -0.6508
C -3.9921 -0.3293 -1.2845
C -1.0954 3.1770 -0.1540
H 3.0887 0.7630 1.8899
H -4.5819 -0.7680 -0.4716
O -1.8745 -1.2402 -0.5033
C 3.3306 3.9012 2.0845
C 3.0812 -1.4211 2.0470
C -3.5542 -5.5708 1.3026
H -3.1715 -6.5081 0.8769
H 4.9062 -3.9341 -1.8147
H -4.0340 -5.8388 2.2481
```

Values from the calculation:
Gap between HOMO and LUMO ... 3.200 eV
E_tot ... -48235.667 eV

Atom charges from the Mulliken analysis, given in e for atoms 1 to 2:
1. C 0.360
2. O -0.554

---

(4)
Formula: C36H34Br2F3N6O7PS2SeSiTi
Source: the OMol25 dataset
Level of theory: wB97M-V/def2-TZVPD

```
94
Properties=species:S:1:pos:R:3
H -4.4838 -1.3621 2.5762
O 1.2670 -0.3533 -2.8232
H -4.3278 -0.6189 -3.8983
C 2.2958 2.7976 -4.7520
H -0.5517 -1.1468 -6.9058
H 2.4777 0.9724 4.2430
O 0.0056 2.1430 -3.5301
H 2.4321 0.9377 -3.7310
H -3.7031 -4.7858 1.5139
F 1.7388 5.0210 0.7266
C 3.7946 -0.6908 -1.0796
H 3.2244 0.4618 2.1430
H -2.4693 -0.4074 1.5498
H 2.6921 3.7943 -4.5605
H -1.6833 3.5908 4.6905
N 2.7609 1.9172 -3.6409
C 0.3508 3.3571 5.3377
S 0.6090 3.2367 -0.8510
H -0.0707 -2.1316 4.6465
O -0.8136 3.0184 -0.8002
F 1.9262 2.9917 1.4352
C 0.4576 1.2058 3.5367
H -0.8797 3.7362 -2.7100
C 1.5144 2.6149 5.2042
H -2.0787 -3.1077 5.6551
C -2.8336 -4.3105 1.0820
C 1.1087 3.8523 0.8428
H 1.0896 -3.1910 2.8454
C -1.0323 -0.5437 -3.1510
C -0.7048 -0.9968 -5.8470
S 0.7477 -2.5227 -0.8233
C 3.2155 -3.3305 2.8075
H 2.3863 2.8604 5.7975
C -2.3711 -1.0088 2.4444
C -2.1720 -0.6913 -3.9508
H -4.4102 0.0429 -1.5033
H 0.3113 4.1869 6.0321
O 1.0615 4.2744 -1.7525
C -1.1072 -1.2155 2.9951
Ti 0.8166 -0.1084 -0.8752
C -1.2763 -5.7385 2.4695
H -0.3058 -6.1949 2.2862
F 0.0308 4.0290 1.5936
O 1.4147 1.9973 -1.0069
H 2.3516 2.2135 -2.7431
O 0.1746 0.1709 0.8010
C 2.0142 -2.6366 2.7599
P 0.4335 2.8023 -4.8068
C -3.4129 -2.3071 4.1763
C -1.0302 -1.9777 4.1659
H -1.9897 3.9333 -3.8989
C 1.9867 -1.2592 2.5411
H 5.3515 -3.1998 2.6564
C -2.9479 -3.3002 0.1501
C 1.5639 1.5488 4.3152
C -0.7672 3.0230 4.5854
C -3.4207 -0.4985 -3.3212
H -1.5978 1.7062 3.1301
H 3.2107 -4.4023 2.9605
C -0.7102 1.9574 3.7018
C 0.4154 -0.8209 -5.0118
C -3.5141 -1.5434 3.0241
H 3.7762 1.8993 -3.5521
O -0.0448 2.4487 -6.1572
Br 2.1429 -0.8281 -5.7800
N -1.1981 4.3931 -3.4486
C 4.4146 -2.6576 2.6331
C -1.5434 -4.6795 1.4438
H -1.2594 -5.2829 3.4615
H -3.9241 -2.9528 -0.1771
H 2.6935 2.4211 -5.6911
C 4.4111 -1.2882 2.4040
C -3.4689 -0.1331 -2.0045
H -4.3007 -2.7260 4.6334
H 5.3425 -0.7614 2.2392
C 3.2088 -0.6016 2.3581
C -2.1655 -2.5228 4.7474
Si 0.4076 -0.2825 2.3946
C -1.9645 -0.9479 -5.3311
Se 5.3277 -1.1545 -1.7763
C 0.2916 -0.6286 -3.6597
N 2.7758 -0.3162 -0.6236
H 0.7122 5.1030 -3.8913
N -1.8983 -2.7051 -0.4065
H -2.2648 0.3322 -0.2565
C -2.2718 0.0190 -1.2901
Br -3.4467 -1.1718 -6.4874
C -0.6985 -3.1285 -0.0043
H -1.5049 5.2713 -3.0365
N -1.1008 -0.1944 -1.8395
N -0.4829 -4.0879 0.8980
H -0.4148 5.1140 -5.2904
H -2.0522 -6.5036 2.4650
C -0.0658 4.5608 -4.4227
```

Values from the calculation:
Gap between HOMO and LUMO ... 6.812 eV
E_tot ... -336702.573 eV

Atom charges from the Mulliken analysis, given in e for atoms 1 to 2:
1. H 0.446
2. O -0.363

---

(5)
Formula: C36H34CoN7O2P
Source: the OMol25 dataset
Level of theory: wB97M-V/def2-TZVPD

```
81
Properties=species:S:1:pos:R:3
H -0.8262 1.2491 -2.2138
P -0.5574 1.2700 0.7726
C 3.2515 -1.9831 -0.2038
H 1.2123 6.6281 0.1565
H -3.3620 -2.8244 1.0614
C 0.8857 5.6021 0.2559
C -2.2413 2.2667 2.7065
C -1.6265 -5.7338 -2.2827
H 2.5824 1.8510 1.8512
Co 0.9989 -0.4869 0.4964
H 1.8394 -1.8246 -3.8977
H 0.4741 -0.9567 4.3570
N -0.4169 -1.8007 0.2792
C 0.8736 3.5400 1.4847
C 1.0095 -1.1518 -3.6754
H 0.5445 -1.4405 -2.7410
H 6.6809 0.7241 1.3870
C -1.3258 0.6791 4.7710
H 1.1256 2.9894 2.3804
H -1.3983 -6.4956 -3.0147
C -1.9181 0.9006 -0.3875
O 1.3294 0.4861 -1.2960
H 1.9264 5.2989 2.1059
C -1.2678 1.3078 2.4334
C -2.3082 1.6185 5.0171
H 0.2794 -1.2282 -4.4802
H 1.9239 -2.0704 3.5960
H -2.7055 1.7317 6.0161
H -5.1921 -0.0170 -0.3079
H 5.8930 -1.3445 0.2337
C 0.0447 2.9663 0.5242
C 0.2633 -0.4770 3.3998
N 1.2589 -2.9619 -0.8185
C -3.2085 -4.7528 -0.7358
C -2.8128 0.6306 -2.6165
C 5.6244 0.5435 1.2429
C -3.1725 0.5510 0.1214
C -4.0477 0.2649 -2.0993
C -0.6645 -4.8112 -1.9333
C -0.9702 -3.8271 -0.9861
C 3.8324 -0.8101 0.4357
C -2.8902 -5.7051 -1.6878
H -0.9563 0.0691 5.5857
C -1.6113 -1.8746 0.8268
N 1.4770 0.2205 -3.5902
N 1.0063 -0.8353 2.4232
H -3.5227 3.1693 4.1626
H -0.3274 5.6491 -1.5109
H 0.3207 -4.8449 -2.3758
C 5.1900 -0.6079 0.5981
H -1.0920 3.3260 -1.2699
H -3.3535 0.5358 1.1884
C -1.7601 0.9464 -1.7730
C 4.6818 1.4395 1.7035
C 1.2981 4.8495 1.3485
H 1.6607 0.2251 -5.6683
N 1.9743 -1.9732 -0.2038
H -1.9189 -1.1216 1.5411
H -4.1815 -4.7416 -0.2626
C 1.9259 0.8684 -4.8353
C -0.0053 -2.8596 -0.5417
H -2.6701 0.6872 -3.6875
H 1.8986 1.9184 -2.5771
H 3.0059 1.0018 -4.8283
C 1.5718 0.8780 -2.4585
C 3.3322 1.1701 1.5022
C -2.2430 -3.8160 -0.3993
H -2.5930 2.9193 1.9161
C -0.7867 0.5153 3.4828
C 0.0259 5.0523 -0.6813
H 1.4274 1.8271 -4.9638
N 2.9032 0.0829 0.8770
C -2.7645 2.4196 3.9813
N -2.4813 -2.8296 0.5652
H -3.6302 -6.4419 -1.9685
O 1.9707 -1.7840 2.6679
H 3.8147 -2.7837 -0.6686
C -0.4053 3.7399 -0.5438
H 4.9712 2.3451 2.2173
H -4.8691 0.0285 -2.7617
C -4.2262 0.2339 -0.7259
```

Values from the calculation:
Net charge ... +3
Gap between HOMO and LUMO ... 7.236 eV
E_tot ... -99301.334 eV

Atom charges from the Mulliken analysis, given in e for atoms 1 to 2:
1. H 0.359
2. P 1.563

---

(6)
Formula: C36H34N13O2S2Tl
Source: the OMol25 dataset
Level of theory: wB97M-V/def2-TZVPD

```
88
Properties=species:S:1:pos:R:3
H -1.9665 4.5588 -2.8677
C -0.6169 -5.2567 4.0249
N 2.9989 5.4112 2.4352
H 2.5074 -3.0998 3.3595
C -0.1583 -2.0253 1.1915
H -4.4027 0.0288 0.1855
C -2.1434 3.8126 -2.1040
C 0.2330 -3.5267 -1.2501
H -4.0886 -0.2935 1.8858
N -1.6982 3.0181 0.1089
C -3.1762 1.8105 -1.3105
H -1.5013 -5.8545 4.2097
S 4.0474 2.8986 2.5345
C 3.9945 4.5187 2.1703
C -3.0390 -1.7926 -7.0818
H -1.9834 -0.4014 -2.8344
C -1.2027 -0.2377 -6.6083
N -1.7760 1.0564 1.9497
H -0.8363 4.7132 -0.6430
H 0.0250 -2.4624 -1.2872
C 0.7848 -6.2384 -1.1687
H 1.9464 4.2525 3.6040
H -0.2424 -3.8358 -3.3166
H -3.4858 2.6119 -3.2759
H 2.1469 -4.0885 5.5901
C 0.7220 -3.9297 2.5136
H -3.1124 -1.0980 0.6563
N -3.6682 -2.3937 -7.8339
C -2.6200 0.9662 0.9939
C -2.5184 1.9811 -0.0915
H -3.8130 0.9563 -1.4883
N 0.9717 1.7840 -1.5143
C 1.8394 -1.1035 0.9635
H -0.9905 -0.1954 -7.6680
H 0.8719 2.7688 -4.6619
C -3.6160 -0.1603 0.9091
N 2.0905 -2.4544 1.0608
C 0.2075 0.9103 -2.1016
S -0.0342 1.3623 4.4234
C 1.4260 -4.2664 4.8005
O 2.6942 -0.2392 0.8070
C 0.8172 2.3111 -3.6889
H 3.0836 8.7448 1.8691
C -2.9841 2.7365 -2.3237
H -1.9877 -0.8866 2.4345
H 0.2411 -6.2627 -3.2460
N 4.5613 6.6329 1.5073
C -1.7531 -0.3655 -3.8917
C -2.2458 -1.0374 -6.1469
C -1.5228 3.8994 -0.8660
C 0.8666 -3.2168 1.1743
C 0.6484 -4.1010 -0.0510
N 0.0656 1.1741 -3.4353
H 1.2569 -5.9213 0.9019
H 2.0009 3.5112 -2.2728
N 1.7685 5.0332 2.9750
H 1.6170 7.7853 1.5870
C 0.2985 -5.0348 5.0488
H -3.3208 -1.7216 -4.4218
C 1.3582 2.6727 -2.4944
H 2.2334 8.0011 3.2330
H -0.2431 0.0628 -1.6023
H 2.9870 -2.8429 0.8260
C -0.7091 0.4311 -4.3544
C -2.5114 -1.1010 -4.7819
H 1.3915 5.8135 3.4971
C 1.6334 -3.7132 3.5405
C 0.3600 -5.6594 -2.3548
N -1.7430 0.0219 2.8187
C 2.5251 7.8691 2.1886
H 0.3949 1.0769 -6.0826
C -0.8290 0.0167 3.8363
C 0.0877 -4.2970 -2.3929
N 4.9222 5.3183 1.6035
H 5.8132 5.0072 1.2632
C -0.4069 -4.7099 2.7678
H 0.1242 -1.3158 4.9929
Tl 0.9101 1.8815 1.3282
H -0.8815 -2.0378 3.8008
H -1.1295 -4.8764 1.9795
C -0.4344 0.4868 -5.7165
C 3.3785 6.6656 2.0293
H 0.1327 -5.4597 6.0318
N 0.4797 -0.8580 1.0852
C 0.9280 -5.4633 -0.0237
H 1.0057 -7.2993 -1.1332
O -1.3697 -2.2203 1.3468
N -0.6364 -1.2183 4.3437
```

Values from the calculation:
Gap between HOMO and LUMO ... 7.185 eV
E_tot ... -87715.990 eV

Atom charges from the Mulliken analysis, given in e for atoms 1 to 2:
1. H 0.424
2. C -0.866

---

Largest force on an atom for every record listed, in sequence, given in eV Å⁻¹: 1.442 2.122 2.506 1.070 1.188 0.727.
ΔE to the lowest compared entry with this formula, charge and spin for every record listed, in sequence, given in kcal/mol: 18.13 0.00 36.51 25.94 15.76 16.21.